(1)
Density functional theory data (ωB97M-V/def2-TZVPD) for a molecular structure, C15H21N15SW at a distorted geometry.

Structure (XYZ):
```
53
C15H21N15SW (ωB97M-V/def2-TZVPD)
W -0.242 0.831 0.615
N 1.692 3.312 -1.013
C 2.351 2.322 -0.350
N 3.649 2.262 -0.186
N 3.856 1.154 0.524
N 2.768 0.539 0.782
N 1.732 1.264 0.230
C 0.358 3.460 -0.941
N -0.320 4.492 -1.364
N -1.595 4.240 -1.036
N -1.741 3.126 -0.453
N -0.488 2.522 -0.367
H 2.235 4.071 -1.410
N -4.854 1.161 0.269
C -3.631 0.940 0.682
S -2.459 0.275 -0.394
N -3.285 1.095 1.971
C -1.906 1.049 2.316
C -1.203 2.245 2.334
C 0.203 2.197 2.511
C 0.860 0.983 2.846
C 0.162 -0.205 2.807
C -1.216 -0.186 2.470
H -5.080 1.045 -0.708
H -5.599 1.456 0.886
H -3.955 1.388 2.673
H -1.708 3.163 2.065
H 0.776 3.107 2.397
H 1.929 0.987 3.008
H 0.677 -1.138 2.982
H -1.770 -1.108 2.352
C 0.940 -2.086 0.392
N 1.389 -3.252 -0.291
C 0.265 -3.916 -0.953
N -0.322 -3.014 -1.943
C -0.794 -1.829 -1.302
N 0.308 -1.045 -0.559
C 1.388 -0.800 -1.677
N 1.805 -2.007 -2.295
C 2.397 -2.898 -1.294
C 0.684 -2.676 -2.948
H 1.775 -1.596 0.891
H 0.165 -2.372 1.108
H -0.490 -4.190 -0.215
H 0.615 -4.821 -1.444
H -1.549 -2.108 -0.568
H -1.222 -1.167 -2.055
H 2.251 -0.343 -1.214
H 0.929 -0.126 -2.403
H 3.236 -2.399 -0.808
H 2.758 -3.802 -1.780
H 1.028 -3.583 -3.440
H 0.247 -2.016 -3.698
```

net charge = +2

Mulliken population analysis, charges in e, atoms 1 to 6: atom 1 (W): 1.565, atom 2 (N): 0.035, atom 3 (C): 0.300, atom 4 (N): -0.477, atom 5 (N): -0.662, atom 6 (N): -0.404

(2)
Density functional theory data (ωB97M-V/def2-TZVPD) for 11 unconnected molecules or ions with the total composition C5H30F6O10P at a distorted geometry.

Structure (XYZ):
```
52
C5H30F6O10P (ωB97M-V/def2-TZVPD)
P 5.074 0.924 10.621
F 3.657 1.304 9.941
F 4.221 0.759 12.015
F 4.938 -0.638 10.239
F 6.410 0.569 11.477
F 5.912 1.191 9.281
F 5.324 2.483 11.032
C 1.177 2.973 12.575
O 2.447 2.538 12.977
H 0.501 2.141 12.338
H 0.719 3.542 13.385
H 1.217 3.605 11.680
H 2.743 1.793 12.442
C 0.913 -2.283 12.726
C 2.277 -1.636 12.587
O 2.890 -2.105 11.408
H 0.410 -1.892 13.611
H 1.060 -3.346 12.932
H 0.361 -2.151 11.798
H 2.878 -1.891 13.474
H 2.206 -0.547 12.631
H 3.511 -1.449 11.066
C 7.466 -2.182 12.904
C 6.434 -3.223 13.243
O 6.787 -3.994 14.382
H 8.439 -2.647 12.711
H 7.671 -1.448 13.685
H 7.185 -1.603 12.024
H 6.232 -3.870 12.378
H 5.448 -2.775 13.404
H 7.228 -4.797 14.102
O 1.853 0.441 7.438
H 2.402 -0.306 7.172
H 1.988 0.471 8.391
O 9.217 0.078 9.624
H 9.059 0.959 9.252
H 8.499 -0.042 10.255
O 3.440 -1.716 8.190
H 2.795 -2.350 8.521
H 4.176 -1.780 8.807
O 5.563 2.592 14.252
H 4.708 2.524 13.810
H 6.198 2.477 13.539
O 8.644 2.644 8.622
H 7.788 3.078 8.538
H 9.249 3.171 8.093
O 6.885 0.427 6.789
H 6.764 -0.502 7.002
H 7.078 0.841 7.637
O 1.783 3.037 8.655
H 2.668 2.657 8.721
H 1.244 2.324 8.298
```

net charge = -1

Mulliken population analysis, charges in e, atoms 1 to 6: atom 1 (P): 1.354, atom 2 (F): -0.196, atom 3 (F): -0.467, atom 4 (F): -0.496, atom 5 (F): -0.334, atom 6 (F): -0.350

(3)
Density functional theory data (ωB97M-V/def2-TZVPD) for 11 unconnected molecules or ions with the total composition C77H88BClFN2O3 at a distorted geometry.

Structure (XYZ):
```
173
C77H88BClFN2O3 (ωB97M-V/def2-TZVPD)
C -3.238 -4.117 0.428
C -3.130 -5.565 -0.112
B -3.673 -5.732 -1.583
O -4.988 -5.415 -1.827
C -2.800 -6.249 -2.837
C -2.123 -7.477 -2.710
C -2.251 -8.323 -1.470
C -3.642 -8.980 -1.430
O -4.086 -9.583 -2.369
Cl -4.618 -8.877 0.058
C -1.324 -7.898 -3.759
C -0.494 -9.142 -3.737
C 0.980 -8.657 -3.593
C 1.139 -7.698 -2.374
C 1.121 -6.200 -2.802
C 2.208 -5.295 -2.158
O 1.624 -4.178 -1.513
C 1.047 -3.297 -2.456
C -1.291 -7.069 -4.885
N -1.920 -5.945 -4.994
N -2.650 -5.594 -3.968
C -3.335 -4.291 -4.102
C -2.556 -3.193 -3.328
C -1.524 -2.586 -4.292
F -2.142 -1.768 -5.217
H -4.263 -3.754 0.528
H -2.789 -4.105 1.423
H -2.623 -3.464 -0.197
H -2.065 -5.835 -0.098
H -3.664 -6.296 0.507
H -5.090 -4.466 -1.650
H -1.559 -9.163 -1.494
H -2.031 -7.790 -0.546
H -0.646 -9.665 -4.688
H -0.767 -9.848 -2.956
H 1.166 -8.033 -4.474
H 1.692 -9.480 -3.588
H 2.098 -7.899 -1.894
H 0.306 -7.861 -1.688
H 1.112 -6.078 -3.891
H 0.160 -5.787 -2.461
H 2.863 -4.932 -2.959
H 2.748 -5.885 -1.417
H 1.461 -3.418 -3.465
H 1.123 -2.250 -2.155
H -0.035 -3.511 -2.509
H -0.652 -7.397 -5.701
H -4.391 -4.347 -3.846
H -3.306 -3.992 -5.151
H -3.233 -2.414 -2.972
H -1.960 -3.643 -2.525
H -1.121 -3.420 -4.881
H -0.715 -2.072 -3.771
C -1.006 0.833 -2.504
C -2.250 0.429 -2.972
C -3.394 0.695 -2.230
C -3.293 1.374 -1.022
C -2.048 1.779 -0.556
C -0.905 1.505 -1.295
H -0.114 0.622 -3.082
H -2.328 -0.091 -3.914
H -4.364 0.375 -2.593
H -4.183 1.587 -0.443
H -1.967 2.309 0.386
H 0.065 1.817 -0.927
C 0.446 1.004 0.560
C 1.617 1.663 0.905
C 2.806 0.954 1.023
C 2.825 -0.414 0.786
C 1.654 -1.073 0.437
C 0.463 -0.364 0.329
H -0.482 1.558 0.471
H 1.605 2.732 1.084
H 3.718 1.468 1.298
H 3.752 -0.966 0.873
H 1.667 -2.140 0.251
H -0.452 -0.879 0.061
C -3.215 4.381 4.015
C -1.999 4.914 4.424
C -0.849 4.139 4.374
C -0.912 2.832 3.907
C -2.127 2.302 3.495
C -3.279 3.074 3.553
H -4.112 4.985 4.058
H -1.950 5.934 4.783
H 0.097 4.552 4.700
H -0.014 2.228 3.864
H -2.175 1.282 3.129
H -4.228 2.658 3.236
C -4.320 4.241 7.372
C -5.564 3.842 6.904
C -6.706 4.107 7.648
C -6.603 4.780 8.858
C -5.359 5.183 9.325
C -4.217 4.910 8.584
H -3.431 4.031 6.792
H -5.644 3.322 5.956
H -7.675 3.790 7.286
H -7.493 4.991 9.437
H -5.280 5.709 10.268
H -3.247 5.219 8.951
C 4.449 5.588 2.920
C 5.620 6.248 3.265
C 6.808 5.540 3.382
C 6.827 4.172 3.145
C 5.656 3.513 2.797
C 4.467 4.220 2.688
H 3.521 6.140 2.832
H 5.607 7.316 3.443
H 7.720 6.053 3.656
H 7.755 3.621 3.232
H 5.672 2.445 2.611
H 3.552 3.704 2.422
C -6.802 -1.479 -3.936
C -7.843 -2.003 -4.690
C -8.728 -2.909 -4.120
C -8.578 -3.286 -2.792
C -7.541 -2.758 -2.036
C -6.649 -1.858 -2.609
H -6.110 -0.774 -4.382
H -7.964 -1.705 -5.724
H -9.535 -3.322 -4.711
H -9.270 -3.990 -2.347
H -7.423 -3.049 -0.999
H -5.834 -1.450 -2.018
C 11.156 7.426 6.024
C 12.135 6.446 5.925
C 11.772 5.109 5.827
C 10.430 4.754 5.820
C 9.452 5.734 5.916
C 9.815 7.070 6.022
H 11.440 8.468 6.104
H 13.181 6.724 5.925
H 12.536 4.345 5.756
H 10.147 3.712 5.739
H 8.405 5.456 5.909
H 9.052 7.834 6.103
C 12.172 10.238 11.220
C 12.868 11.272 10.608
C 13.235 11.168 9.274
C 12.897 10.034 8.548
C 12.198 9.002 9.159
C 11.839 9.102 10.496
H 11.889 10.319 12.262
H 13.125 12.159 11.173
H 13.783 11.972 8.799
H 13.180 9.955 7.505
H 11.933 8.118 8.592
H 11.298 8.295 10.973
C -7.710 3.867 -6.546
C -7.487 2.948 -5.531
C -8.161 1.734 -5.532
C -9.053 1.437 -6.554
C -9.274 2.355 -7.571
C -8.606 3.572 -7.565
H -7.187 4.815 -6.543
H -6.786 3.177 -4.737
H -7.992 1.019 -4.737
H -9.576 0.488 -6.557
H -9.968 2.123 -8.369
H -8.782 4.290 -8.355
C 0.222 -6.232 -8.513
C 1.130 -6.077 -9.551
C 1.870 -4.908 -9.658
C 1.710 -3.896 -8.721
C 0.804 -4.051 -7.681
C 0.057 -5.217 -7.578
H -0.359 -7.144 -8.434
H 1.260 -6.868 -10.279
H 2.573 -4.785 -10.471
H 2.290 -2.986 -8.803
H 0.680 -3.261 -6.950
H -0.653 -5.336 -6.769
```

net charge = +1

Mulliken population analysis, charges in e, atoms 1 to 6: atom 1 (C): -1.357, atom 2 (C): 0.034, atom 3 (B): 0.690, atom 4 (O): -0.919, atom 5 (C): 0.653, atom 6 (C): 0.060

(4)
Density functional theory data (ωB97M-V/def2-TZVPD) for 14 unconnected molecules or ions with the total composition C20H68N22O14 at a distorted geometry.

Structure (XYZ):
```
124
C20H68N22O14 (ωB97M-V/def2-TZVPD)
C 15.009 9.724 14.865
O 14.959 8.574 15.229
N 14.805 10.140 13.535
N 15.024 10.737 15.747
H 15.136 9.455 12.894
H 14.951 11.038 13.169
H 15.066 11.683 15.451
H 15.261 10.558 16.727
C 11.050 7.613 11.367
O 10.626 8.728 11.800
N 11.636 7.423 10.121
N 10.781 6.500 12.072
H 11.528 6.548 9.717
H 11.753 8.250 9.567
H 11.288 5.628 11.898
H 10.356 6.653 12.996
C 9.094 10.473 15.910
O 8.115 11.116 16.241
N 10.448 10.944 16.111
N 8.963 9.260 15.223
H 11.178 10.477 15.564
H 10.564 11.985 16.061
H 8.070 8.859 15.390
H 9.754 8.661 15.176
C 7.800 15.920 11.665
O 7.837 17.131 11.998
N 8.432 14.899 12.352
N 7.093 15.460 10.572
H 9.338 15.255 12.698
H 8.569 13.944 11.930
H 6.366 16.027 10.154
H 6.936 14.464 10.411
C 15.750 14.271 13.942
O 15.733 13.246 14.603
N 16.606 14.409 12.928
N 15.045 15.346 14.370
H 16.193 15.119 12.280
H 17.055 13.578 12.582
H 14.790 15.381 15.385
H 14.915 16.225 13.898
C 11.928 7.027 15.295
O 10.759 6.652 15.041
N 12.570 6.640 16.490
N 12.644 7.800 14.446
H 11.852 6.491 17.142
H 13.406 7.130 16.734
H 12.308 7.929 13.505
H 13.650 7.808 14.585
C 11.041 16.779 13.806
O 11.420 16.415 12.705
N 9.983 17.596 14.027
N 11.798 16.371 14.948
H 9.871 17.949 14.969
H 9.260 17.789 13.318
H 12.631 15.892 14.826
H 11.248 16.343 15.805
C 8.282 11.283 10.277
O 7.478 12.171 10.088
N 8.217 10.418 11.423
N 9.359 10.989 9.449
H 7.737 10.813 12.190
H 8.845 9.633 11.579
H 10.156 10.481 9.785
H 9.506 11.496 8.570
C 12.934 9.931 7.634
O 12.345 8.847 7.781
N 12.812 11.014 8.447
N 13.778 10.028 6.624
H 13.527 11.674 8.353
H 12.412 10.934 9.383
H 14.277 10.894 6.625
H 14.184 9.324 6.126
C 14.487 16.924 10.106
O 15.203 16.365 10.919
N 13.151 17.178 10.350
N 14.951 17.353 8.892
H 12.788 16.847 11.214
H 12.521 17.598 9.685
H 15.841 17.080 8.612
H 14.507 18.161 8.427
C 9.096 14.542 16.717
O 9.715 15.619 16.738
N 9.057 13.743 17.837
N 8.342 14.248 15.632
H 8.664 12.814 17.874
H 9.954 13.797 18.286
H 8.203 14.840 14.828
H 7.791 13.446 15.611
C 13.822 12.637 17.984
C 12.763 13.713 18.061
C 13.505 15.049 18.356
O 11.967 13.710 16.836
H 14.378 12.431 18.877
H 14.523 12.849 17.190
H 13.225 11.716 17.734
H 12.117 13.492 18.920
H 13.951 15.114 19.343
H 12.810 15.875 18.227
H 14.271 15.175 17.548
H 11.517 14.573 16.827
C 11.780 12.252 13.277
C 12.190 12.379 11.774
C 13.469 13.215 11.551
O 12.394 11.033 11.159
H 12.085 11.251 13.495
H 10.707 12.395 13.374
H 12.428 12.906 13.918
H 11.380 12.871 11.183
H 13.633 13.388 10.529
H 14.357 12.732 12.027
H 13.256 14.256 11.918
H 11.659 10.441 11.439
C 18.125 9.055 9.170
C 16.750 8.594 9.654
C 16.083 9.678 10.423
O 15.988 8.071 8.585
H 18.632 9.583 10.003
H 17.972 9.778 8.346
H 18.769 8.317 8.720
H 16.913 7.821 10.330
H 16.716 10.024 11.217
H 15.131 9.307 10.924
H 15.674 10.451 9.706
H 15.029 8.167 8.784
```

net charge = 0

Mulliken population analysis, charges in e, atoms 1 to 6: atom 1 (C): 0.340, atom 2 (O): -0.869, atom 3 (N): 0.184, atom 4 (N): -0.049, atom 5 (H): 0.105, atom 6 (H): -0.061

Number 1: calculated total energy -50890.6090 eV, gap between HOMO and LUMO 5.880 eV. Number 2: calculated total energy -51749.5474 eV, gap between HOMO and LUMO 10.195 eV. Number 3: calculated total energy -106306.8935 eV, gap between HOMO and LUMO 5.640 eV. Number 4: calculated total energy -83302.8316 eV, gap between HOMO and LUMO 9.908 eV.